Entry from OMol25: the molecule C32H36N4O2 (wB97M-V/def2-TZVPD).

As for the charge: 0. The spin multiplicity is 1. Its SMILES is Cn1ccc(=O)n([C@H](/C=C/c2cc3c4c(c2)CCCN4CCC3)c2cc3c4c(c2)CCCN4CCC3)c1=O. As for the LUMO energy: 0.02449 hartree. The value obtained for the orbital gap is 0.2644 hartree.

XYZ file:
```
74
Properties=species:S:1:pos:R:3:mulliken_charge:R:1
C -1.30249 4.79227 3.93704 -0.7613
C -2.75511 4.94564 4.34372 -0.7951
N -3.66028 4.08962 3.61099 -0.0085
C -5.04272 4.47956 3.78654 -0.8282
C -6.02826 3.41659 3.34380 -0.7703
C -5.65203 2.84653 1.97810 -0.9236
C -4.20546 2.49202 1.87345 0.6727
C -3.26091 3.11539 2.74030 0.2281
C -1.89583 2.71137 2.66677 0.5890
C -1.49045 1.76525 1.72642 -1.0110
C -2.41391 1.16767 0.82297 0.7201
C -2.05789 0.16462 -0.17549 -0.4960
C -0.85044 -0.42727 -0.22568 -0.0084
C -0.35014 -1.51113 -1.17375 0.6502
C 1.17674 -1.77718 -0.95770 -0.1081
C 1.88147 -1.52407 0.23833 -1.1251
C 3.24491 -1.79986 0.40083 0.2311
C 3.95417 -2.40406 -0.66970 0.3726
N 5.27103 -2.74814 -0.54738 -0.0729
C 6.10518 -2.39306 0.57768 -0.8367
C 5.49927 -1.32371 1.46733 -0.7847
C 3.99338 -1.52937 1.67148 -0.8674
C 5.99598 -3.48844 -1.55199 -0.8220
C 5.10869 -4.20787 -2.54955 -0.8356
C 3.94680 -3.32995 -3.00383 -0.8167
C 3.23902 -2.70067 -1.86152 0.2828
C 1.88617 -2.39250 -1.98829 -0.8151
C -3.76467 1.57447 0.93076 -1.1120
C -0.94514 3.33590 3.63765 -0.9340
H -1.11533 5.41087 3.05198 0.3364
H -0.67929 5.18253 4.74498 0.3604
H -2.87361 4.73659 5.42167 0.3637
H -3.07547 5.99172 4.21225 0.3703
H -5.20529 4.72315 4.84592 0.4236
H -5.23063 5.41543 3.22968 0.3559
H -6.05270 2.61145 4.08676 0.3303
H -7.02615 3.85870 3.30171 0.3578
H -6.25619 1.95573 1.77523 0.3978
H -5.89788 3.58404 1.19876 0.2823
H -0.43102 1.49383 1.69943 0.3492
H -2.85204 -0.07508 -0.89260 0.2963
H -0.09695 -0.09673 0.49053 -0.6814
H -0.86578 -2.45029 -0.93974 0.8742
H 1.36420 -1.09140 1.09465 0.6401
H 6.32661 -3.30066 1.16826 0.3656
H 7.08218 -2.05770 0.19660 0.4103
H 6.02249 -1.34516 2.42825 0.3552
H 5.69378 -0.34388 1.01529 0.3436
H 3.57943 -0.65684 2.18758 0.4086
H 3.85739 -2.38951 2.34628 0.2912
H 6.66729 -2.79211 -2.08327 0.3702
H 6.64849 -4.21179 -1.04331 0.4123
H 5.71163 -4.50347 -3.41034 0.3664
H 4.71965 -5.12222 -2.08708 0.3273
H 4.32263 -2.55312 -3.68997 0.2715
H 3.22578 -3.93493 -3.55920 0.3767
H 1.39868 -2.64777 -2.93004 0.3098
H -4.48738 1.10879 0.25691 0.3836
H 0.07116 3.28561 3.23906 0.3758
H -0.95466 2.77890 4.58866 0.2960
C -2.60056 -2.72332 -5.28889 -0.8986
N -1.72104 -1.86681 -4.51641 0.0920
C -1.50320 -2.14295 -3.17594 0.5945
O -2.05036 -3.09088 -2.62326 -0.6435
N -0.61420 -1.26763 -2.50757 0.3189
C -0.12430 -0.07365 -3.07715 0.7439
O 0.44532 0.77155 -2.37615 -0.5959
C -0.33132 0.03888 -4.49403 -1.0912
C -1.10313 -0.84356 -5.16833 0.1138
H -2.57709 -2.32715 -6.30762 0.2872
H -2.25061 -3.75839 -5.29734 0.3091
H -3.61909 -2.66964 -4.89899 0.3058
H 0.14744 0.84798 -5.02320 0.4354
H -1.31596 -0.79871 -6.23929 0.2939
```


Entry from OMol25: a structure of composition C32H37AsCuFN3O4S2 (wB97M-V/def2-TZVPD).

As for the charge: +2. Its expectation value of S² is 0.753. The spin multiplicity is 2. As for the LUMO energy (spin up / spin down): -0.17441 / -0.17483 hartree. The value obtained for the orbital gap (spin up / spin down) is 0.2987 / 0.2990 hartree.

XYZ file:
```
81
Properties=species:S:1:pos:R:3:mulliken_spin:R:1
Cu 0.94027 0.51468 -0.93095 0.6670
F -4.86668 2.98144 -3.35623 0.0001
C -4.08867 2.04083 -3.92739 0.0001
C -2.92184 1.69670 -3.31084 0.0023
C -2.11739 0.68727 -3.84680 0.0217
C -0.88438 0.30808 -3.15821 -0.0044
O -0.57831 0.92937 -2.11041 0.0512
C -0.14126 -0.74519 -3.75397 -0.0169
C -0.60398 -1.31643 -4.90797 0.0021
N -1.72060 -0.95410 -5.55567 -0.0004
C -2.12287 -1.66511 -6.75410 0.0000
C -1.07824 -2.03877 -7.75666 0.0000
C -2.06160 -0.95358 -8.07586 0.0000
C -2.52213 0.04979 -5.02493 -0.0004
C -3.71100 0.43717 -5.65392 0.0009
C -4.51498 1.42843 -5.11884 -0.0008
N -5.70812 1.78295 -5.78905 0.0000
C -6.34851 3.07292 -5.55456 0.0000
C -7.43544 3.27105 -6.62241 0.0000
N -7.08472 2.44053 -7.82262 0.0000
C -7.19691 0.96628 -7.51191 0.0000
C -6.68693 0.74707 -6.08317 0.0000
C 1.16718 -1.28444 -3.23588 -0.0020
O 1.73813 -2.15525 -3.86791 0.0045
O 1.62288 -0.79621 -2.12969 0.0815
H -2.62738 2.18046 -2.38926 -0.0009
H -0.02543 -2.11815 -5.34671 0.0019
H -2.93287 -2.36349 -6.58186 0.0000
H -1.18422 -2.99857 -8.23971 0.0000
H -0.05789 -1.73721 -7.56689 0.0001
H -2.84271 -1.15610 -8.79559 0.0000
H -1.68737 0.06141 -8.06822 0.0000
H -3.99641 -0.02922 -6.58558 0.0002
H -5.59762 3.85861 -5.62750 0.0000
H -6.82525 3.15518 -4.57497 0.0000
H -7.51876 4.31066 -6.92910 0.0000
H -8.41345 2.92694 -6.29161 0.0000
H -6.11666 2.64142 -8.08151 0.0000
H -7.67542 2.68257 -8.61914 0.0000
H -6.59353 0.44384 -8.25147 0.0000
H -8.24008 0.68177 -7.63406 0.0000
H -6.23844 -0.23924 -6.00602 0.0000
H -7.51780 0.77853 -5.36840 0.0000
C 4.55450 -0.55935 -2.57344 0.0003
As 4.15812 -0.83574 -0.71783 -0.0031
C 5.84103 -0.67696 0.19388 0.0032
C 3.56862 -2.63391 -0.41671 0.0020
S 2.92892 0.68017 0.17264 0.1332
H 5.10032 -1.42840 -2.93881 -0.0001
H 5.17228 0.33252 -2.65773 -0.0001
H 3.62920 -0.44637 -3.12685 -0.0014
H 6.53908 -1.41188 -0.20490 0.0003
H 5.68830 -0.85123 1.25678 0.0004
H 6.23157 0.32710 0.04356 0.0008
H 4.32781 -3.30668 -0.81495 -0.0001
H 2.62597 -2.78915 -0.93081 -0.0014
H 3.46700 -2.78111 0.65676 0.0000
O -0.14795 1.28253 0.53448 0.0510
S 0.40341 1.74179 1.89029 0.0065
C -0.91535 2.69412 2.59208 0.0012
C -2.21945 2.21407 2.59782 0.0013
C -3.20869 2.99201 3.16917 -0.0004
C -2.88997 4.22551 3.73204 0.0008
C -1.58601 4.69186 3.71787 -0.0003
C -0.58422 3.92400 3.13699 0.0012
C 0.34764 0.29865 2.93195 -0.0034
C 1.02558 0.35412 4.14014 0.0010
C 0.99643 -0.75279 4.97374 -0.0001
C 0.30896 -1.89552 4.58596 -0.0002
C -0.35155 -1.93850 3.36549 -0.0007
C -0.33590 -0.83473 2.52554 0.0002
H -2.44788 1.24941 2.16351 0.0008
H -4.23008 2.63662 3.18942 -0.0001
H -3.66873 4.82381 4.18579 0.0001
H -1.34504 5.65182 4.15317 -0.0001
H 0.43870 4.27810 3.10886 0.0002
H 1.57052 1.24562 4.42727 0.0002
H 1.51630 -0.72578 5.92157 0.0000
H 0.29277 -2.75899 5.23724 0.0000
H -0.88020 -2.83400 3.06744 0.0000
H -0.83749 -0.85170 1.56669 -0.0010
```


Across the entries above, relative energy (zero: lowest compared OMol25 entry of this formula, charge and spin) takes the values 0.0 0.6 kcal/mol, respectively.